{"formula": "C3H9N4", "method": "ωB97M-V/def2-TZVPD", "charge": 1, "e_tot_ha": -338.30053, "relative_energy_kcal_mol": 138.3, "spin_multiplicity": 1, "gap_ha": [0.304, 0.304], "molar_mass_da": 101.13, "species": ["C", "C", "C", "N", "N", "N", "N", "H", "H", "H", "H", "H", "H", "H", "H", "H"], "xyz": [[-1.5473, -1.4339, -0.1241], [-0.2587, -0.6729, -0.5854], [2.0339, 1.2143, 0.3248], [2.2429, -1.0854, 0.3971], [-1.1333, 1.2527, 0.3379], [2.3799, 0.0229, 0.4220], [-0.2699, 0.7467, -0.3770], [-2.3517, -0.7835, -0.3504], [-1.7554, -2.1833, -0.8416], [-1.5430, -1.7342, 0.9214], [-0.1902, -0.6449, -1.6367], [0.7670, -1.0765, -0.2143], [2.3750, 1.6745, -0.5786], [2.1781, 1.8161, 1.1804], [-1.8313, 0.6313, 0.7765], [-1.0961, 2.2561, 0.3480]]}